The following is a DFT calculation (the ωB97M-V functional and the def2-TZVPD basis) of a molecular structure, C37H50AsN6S2Ti in a non-equilibrium geometry.

The geometry in XYZ format:
```
97
Properties=species:S:1:pos:R:3:forces:R:3
Ti -1.153 0.841 0.546 -0.6400 0.6384 -0.8553
C 2.153 5.085 3.240 -0.0603 0.1104 -0.0155
C 2.647 3.695 3.610 0.0549 -0.0854 0.0500
N 2.590 2.763 2.504 -0.0171 -0.0001 -0.0121
C 1.432 2.083 2.181 0.0234 0.1375 -0.0152
S 1.572 0.824 0.996 -0.0465 -0.0396 -0.0123
N 0.345 2.467 2.771 -0.1237 -0.2554 -0.3020
N -0.791 1.764 2.352 0.1030 0.2449 0.7543
C -1.760 1.741 3.279 -0.0400 -0.1888 -0.0626
C -1.609 2.458 4.581 0.0218 0.1489 0.0635
C -2.863 0.900 2.988 0.1172 0.0948 0.2574
C -3.936 0.607 3.870 -0.0610 0.0460 -0.1066
C -4.887 -0.302 3.503 0.0106 0.0068 0.0220
C -4.792 -0.946 2.251 -0.0406 -0.0451 -0.0357
C -3.733 -0.624 1.441 0.1186 0.1293 0.0216
N -2.795 0.264 1.784 0.0910 -0.2502 0.1859
H 2.215 5.758 4.100 0.0000 -0.0165 -0.0055
H 1.113 5.035 2.916 0.0084 -0.0284 0.0064
H 2.745 5.510 2.427 0.0228 -0.0338 0.0043
H 2.051 3.306 4.442 -0.0099 0.0116 -0.0048
H 3.687 3.741 3.943 -0.0052 0.0250 -0.0101
H 3.436 2.319 2.197 0.0030 -0.0498 0.0253
H -1.303 3.491 4.417 -0.0189 -0.0024 -0.0448
H -0.825 2.009 5.199 -0.0047 -0.0396 -0.0390
H -2.538 2.455 5.147 0.0000 -0.0014 -0.0045
H -3.996 1.098 4.830 -0.0065 0.0091 -0.0010
H -5.706 -0.524 4.177 -0.0108 -0.0209 -0.0210
H -5.523 -1.668 1.917 -0.0188 0.0092 0.0405
H -3.612 -1.065 0.458 -0.0186 -0.0289 -0.0015
C -2.398 -3.348 -5.189 -0.0525 -0.0268 -0.0226
C -1.007 -3.226 -4.551 -0.0245 0.0466 0.0113
C -0.040 -2.602 -5.567 0.0242 0.0018 -0.0365
C -0.510 -4.629 -4.212 0.0311 -0.0626 -0.0037
C -1.086 -2.329 -3.326 -0.0053 0.1025 0.0088
C -1.564 -0.988 -3.452 -0.0151 -0.0416 -0.1652
C -1.602 -0.165 -2.374 0.1493 0.0757 0.5237
N -1.188 -0.520 -1.116 -0.0211 -0.0383 -0.4274
C -0.785 -1.829 -0.974 0.0490 -0.1102 0.1874
C -0.721 -2.719 -2.070 0.0243 0.0583 -0.0627
C -0.485 -2.223 0.370 0.0253 -0.0553 -0.2027
C -0.089 -3.517 0.766 -0.0045 0.0397 0.0672
C 0.158 -3.803 2.087 0.0114 -0.0487 -0.0415
C -0.005 -2.755 3.014 0.0242 -0.0138 0.1016
C -0.386 -1.516 2.566 -0.0497 0.0972 -0.2101
N -0.621 -1.236 1.279 -0.1252 -0.0012 0.1861
C 0.585 -5.214 2.496 -0.0402 0.0795 0.0149
C 1.886 -5.583 1.775 0.0562 -0.0275 -0.0345
C -0.514 -6.209 2.104 -0.0292 -0.0357 -0.0161
C 0.819 -5.326 4.002 0.0155 -0.0238 0.0688
H -2.355 -3.998 -6.067 0.0055 0.0103 0.0055
H -2.784 -2.379 -5.508 0.0223 0.0103 0.0135
H -3.113 -3.773 -4.482 0.0196 -0.0055 0.0065
H 0.005 -3.215 -6.472 0.0047 0.0065 0.0080
H 0.965 -2.530 -5.148 -0.0091 -0.0074 0.0078
H -0.353 -1.597 -5.853 -0.0204 -0.0105 0.0110
H -0.481 -5.232 -5.123 0.0056 -0.0084 0.0138
H -1.166 -5.132 -3.498 -0.0245 0.0236 -0.0138
H 0.498 -4.611 -3.792 -0.0036 0.0269 -0.0061
H -1.917 -0.598 -4.399 0.0146 -0.0435 -0.0120
H -1.988 0.845 -2.426 -0.0193 0.0033 -0.0776
H -0.369 -3.725 -1.895 0.0013 0.0101 0.0319
H 0.015 -4.290 0.018 0.0002 0.0058 -0.0116
H 0.172 -2.891 4.071 0.0001 -0.0192 -0.0106
H -0.505 -0.682 3.248 0.0081 -0.0221 0.0345
H 1.760 -5.571 0.691 -0.0097 0.0051 0.0093
H 2.209 -6.587 2.066 -0.0095 0.0065 0.0030
H 2.683 -4.880 2.023 -0.0189 0.0071 0.0151
H -0.689 -6.207 1.027 0.0087 0.0061 0.0047
H -1.457 -5.957 2.594 0.0112 0.0052 0.0097
H -0.231 -7.223 2.400 0.0040 0.0090 0.0018
H 1.607 -4.651 4.342 0.0062 -0.0021 -0.0326
H 1.124 -6.346 4.248 -0.0019 0.0081 -0.0029
H -0.086 -5.102 4.570 -0.0084 -0.0057 -0.0243
C 1.509 1.841 -2.539 0.0123 0.0925 0.0199
As 0.303 2.729 -1.270 -0.1683 -0.4845 0.0713
C -0.709 3.790 -2.555 0.0592 0.0579 0.0397
C 1.483 4.122 -0.530 0.1922 0.2767 0.0458
C 2.368 4.818 -1.513 -0.0832 -0.1330 0.0793
C 3.635 4.308 -1.801 0.0278 0.0300 -0.0338
C 4.460 4.923 -2.731 -0.0083 -0.0202 0.0169
C 4.034 6.065 -3.398 0.0013 -0.0014 0.0043
C 2.776 6.582 -3.121 -0.0104 -0.0097 0.0121
C 1.954 5.964 -2.189 0.0152 0.0536 -0.0507
H 1.936 2.542 -3.257 0.0313 -0.0167 0.0062
H 0.922 1.087 -3.066 0.0058 -0.0100 -0.0083
H 2.299 1.344 -1.977 0.0080 -0.0095 -0.0206
H -0.049 4.187 -3.327 -0.0527 0.0296 -0.0438
H -1.219 4.596 -2.030 -0.0087 -0.0020 0.0020
H -1.478 3.147 -2.979 0.0159 0.0109 -0.0708
H 2.074 3.627 0.241 -0.0141 0.0100 -0.0554
H 0.819 4.827 -0.026 -0.0306 -0.0144 -0.0291
H 3.969 3.414 -1.286 -0.0079 0.0051 0.0058
H 5.439 4.507 -2.935 -0.0002 0.0132 -0.0116
H 4.677 6.548 -4.124 -0.0016 -0.0027 0.0015
H 2.432 7.474 -3.631 0.0029 -0.0004 -0.0029
H 0.972 6.376 -1.981 0.0000 -0.0084 0.0133
S -2.760 2.167 -0.304 0.5321 -0.4279 0.1955
```
Forces are in eV/Å.

HOMO level (spin up / spin down): -2.399 / -3.374 eV
<S²>: 2.033
spin multiplicity: 3
frontier orbital gap (spin up / spin down): 4.69 / 5.66 eV
charge: -1
E_tot: -153750.2253 eV

For each atom in turn, the Löwdin charge in e is: 0.405 -0.104 -0.275 -0.061 -0.851 0.583 0.014 -0.145 -0.308 -0.043 -0.256 -0.029 -0.099 -0.085 -0.157 -0.105 0.062 0.059 0.066 0.102 0.106 0.093 0.073 0.078 0.055 0.091 0.092 0.087 0.111 -0.053 -0.567 -0.050 -0.074 -0.181 -0.036 -0.174 -0.040 -0.206 0.029 -0.213 0.033 -0.168 -0.009 -0.123 -0.030 -0.561 -0.050 -0.050 -0.076 0.079 0.075 0.090 0.080 0.089 0.077 0.081 0.085 0.085 0.102 0.029 0.090 0.099 0.095 0.111 0.076 0.081 0.091 0.076 0.091 0.081 0.085 0.081 0.085 -0.299 1.041 -0.333 -0.329 -0.301 -0.063 -0.097 -0.116 -0.099 -0.063 0.018 0.007 0.002 0.016 0.017 -0.004 0.030 0.081 0.113 0.095 0.090 0.095 0.109 0.017